(1)
Molecular formula: C7H13NO2
Method: DFT, wB97M-V/def2-TZVPD

Summary:
- SMILES = CC1=NOC(C)(C)[C@]1(C)O
- strongest force on any atom (eV/A) = 4.752
- gap between HOMO and LUMO (eV) = 9.6
- LUMO (eV) = 0.6
- E (a.u.) = -479.64935

Structure (ORCA input):
```
! wB97M-V def2-TZVPD RIJCOSX def2/J DEFGRID3
* xyz 0 1
C -0.045 0.354 1.619
C 0.139 0.371 0.032
C 0.434 -1.169 -0.155
C -0.002 1.561 2.411
C -1.203 0.775 -0.525
C -0.362 -1.808 -1.319
C 1.924 -1.412 -0.240
N -0.019 -0.801 2.122
O -0.024 -1.776 1.200
O 1.127 1.190 -0.316
H 0.228 1.324 3.508
H -1.010 2.079 2.306
H 0.558 2.274 1.777
H -1.259 0.495 -1.591
H -1.352 1.828 -0.127
H -1.850 0.020 -0.058
H 0.158 -2.770 -1.485
H -0.210 -1.340 -2.195
H -1.410 -1.839 -1.140
H 2.171 -2.515 0.066
H 2.462 -0.791 0.382
H 2.210 -1.180 -1.265
H 0.943 2.077 0.027
*
```

(2)
Molecular formula: C42H44Cl3N5O2PPdSi
Method: DFT, wB97M-V/def2-TZVPD

Summary:
- strongest force on any atom (eV/A) = 1.192
- gap between HOMO and LUMO (eV) = 6.2
- LUMO (eV) = -9.8
- E (a.u.) = -4189.82133

Structure (ORCA input):
```
! wB97M-V def2-TZVPD RIJCOSX def2/J DEFGRID3
* xyz 3 1
Pd -0.479 0.331 -0.096
C 3.201 2.855 0.255
C 2.154 2.820 -0.857
C 2.575 3.728 -2.014
C 0.750 3.224 -0.412
C 0.681 4.557 0.335
O -0.005 4.229 1.565
C -0.260 2.945 1.594
N 0.079 2.260 0.542
C -0.796 2.490 2.888
C -0.650 3.354 3.973
C -1.066 2.971 5.240
C -1.628 1.723 5.438
C -1.787 0.855 4.366
C -1.386 1.237 3.087
P -1.892 0.143 1.768
C -1.970 -1.512 2.484
C -3.208 -2.153 2.618
C -3.292 -3.369 3.279
C -2.157 -3.956 3.818
C -0.932 -3.306 3.728
C -0.840 -2.090 3.076
C -3.555 0.622 1.307
C -4.141 1.755 1.882
C -5.459 2.069 1.598
C -6.200 1.260 0.747
C -5.626 0.131 0.175
C -4.309 -0.187 0.451
H 4.191 2.673 -0.163
H 3.031 2.097 1.018
H 3.262 3.825 0.749
H 2.065 1.799 -1.226
H 2.677 4.767 -1.689
H 1.861 3.703 -2.839
H 3.548 3.422 -2.399
H 0.124 3.300 -1.293
H 0.113 5.327 -0.179
H 1.652 4.954 0.617
H -0.200 4.324 3.827
H -0.940 3.652 6.071
H -1.955 1.418 6.423
H -2.246 -0.110 4.531
H -4.113 -1.707 2.237
H -4.255 -3.850 3.384
H -2.233 -4.904 4.335
H -0.053 -3.735 4.190
H 0.101 -1.564 3.090
H -3.579 2.389 2.554
H -5.912 2.942 2.049
H -7.232 1.505 0.534
H -6.211 -0.504 -0.477
H -3.875 -1.084 0.027
C -1.790 -3.624 -1.474
C -1.763 -2.266 -1.151
N -0.780 -1.712 -0.462
C 0.254 -2.492 -0.038
C 0.299 -3.861 -0.323
C -0.755 -4.422 -1.066
C 1.394 -4.655 0.161
C 2.356 -4.115 0.935
C 2.301 -2.727 1.295
C 3.201 -2.137 2.205
C 3.027 -0.829 2.582
C 1.982 -0.095 2.009
N 1.164 -0.612 1.113
C 1.284 -1.917 0.780
H -2.621 -4.016 -2.042
H -2.556 -1.613 -1.479
H -0.742 -5.480 -1.298
H 1.418 -5.706 -0.099
H 3.169 -4.720 1.315
H 4.007 -2.729 2.619
H 3.679 -0.359 3.305
H 1.816 0.939 2.281
C -0.507 -0.528 -4.205
N 0.893 -0.166 -4.112
C 1.568 0.030 -5.399
C 2.870 0.769 -5.200
C 3.675 0.043 -4.149
N 2.884 -0.084 -2.923
C 3.653 -0.394 -1.729
C 1.533 -0.123 -2.929
O 0.904 -0.193 -1.824
H -0.605 -1.476 -4.741
H -1.068 0.233 -4.749
H -0.921 -0.641 -3.210
H 0.889 0.594 -6.041
H 1.735 -0.941 -5.875
H 2.669 1.791 -4.866
H 3.420 0.825 -6.137
H 4.583 0.592 -3.898
H 3.979 -0.948 -4.500
H 4.329 0.425 -1.485
H 4.256 -1.285 -1.915
H 2.989 -0.581 -0.892
Cl -2.718 3.144 -0.757
Si -1.891 1.534 -1.664
Cl -3.384 0.356 -2.367
Cl -0.889 2.174 -3.291
*
```

(3)
Molecular formula: CH3ClFP
Method: DFT, wB97M-V/def2-TZVPD

Summary:
- SMILES = FCPCl
- strongest force on any atom (eV/A) = 4.846
- gap between HOMO and LUMO (eV) = 10.2
- LUMO (eV) = 0.8
- E (a.u.) = -941.26804

Structure (ORCA input):
```
! wB97M-V def2-TZVPD RIJCOSX def2/J DEFGRID3
* xyz 0 1
C 0.186 -0.755 -1.264
F 1.384 -0.091 -1.223
P 0.034 -1.740 0.678
Cl -1.573 -2.785 0.419
H -0.636 -0.125 -1.509
H 0.325 -1.529 -1.997
H -0.533 -0.474 1.464
*
```

(4)
Molecular formula: C25H31BIrN8Se
Method: DFT, wB97M-V/def2-TZVPD

Summary:
- strongest force on any atom (eV/A) = 0.844
- expectation value of S² = 0.77
- gap between HOMO and LUMO (alpha / beta) (eV) = 6.4 / 4.6
- LUMO (alpha / beta) (eV) = -7.5 / -9.3
- E (a.u.) = -3939.43544

Structure (ORCA input):
```
! wB97M-V def2-TZVPD RIJCOSX def2/J DEFGRID3
* xyz 2 2
Ir 0.199 -0.216 -0.472
C 0.765 -1.071 2.694
C -0.091 0.131 2.476
C -0.644 1.011 3.398
C -1.328 1.954 2.652
N -1.204 1.657 1.354
N -0.449 0.542 1.247
B -1.642 2.283 0.016
N -0.311 2.607 -0.726
C 0.147 3.748 -1.238
C 1.327 3.497 -1.912
C 1.561 2.134 -1.794
C 2.678 1.331 -2.362
N 0.551 1.611 -1.062
N -2.321 1.138 -0.792
C -3.534 1.054 -1.337
C -3.621 -0.123 -2.062
C -2.388 -0.747 -1.934
C -1.907 -2.027 -2.528
N -1.615 0.040 -1.155
N -2.531 3.477 0.055
C -3.154 4.215 1.019
C -3.862 5.201 0.401
C -3.631 5.013 -0.982
C -4.171 5.812 -2.125
N -2.836 3.980 -1.187
H 0.866 -1.263 3.759
H 0.329 -1.958 2.228
H 1.766 -0.919 2.282
H -0.557 0.961 4.469
H -1.885 2.808 2.989
H -0.387 4.672 -1.096
H 1.941 4.208 -2.436
H 3.389 1.991 -2.853
H 3.203 0.779 -1.584
H 2.308 0.619 -3.101
H -4.266 1.828 -1.186
H -4.467 -0.482 -2.622
H -2.722 -2.521 -3.049
H -1.102 -1.845 -3.242
H -1.536 -2.703 -1.760
H -3.075 4.007 2.070
H -4.466 5.962 0.865
H -4.801 6.623 -1.769
H -3.359 6.234 -2.718
H -4.757 5.180 -2.792
C 3.750 -5.987 2.709
C 3.233 -4.903 1.839
C 4.055 -3.824 1.455
C 3.623 -2.859 0.587
C 4.529 -1.730 0.201
C 2.278 -2.965 0.073
Se 1.818 -1.816 -1.327
C 1.396 -4.015 0.513
C -0.024 -4.136 0.051
C 1.899 -4.950 1.375
H 4.760 -5.792 3.059
H 3.749 -6.929 2.151
H 3.090 -6.142 3.566
H 5.062 -3.770 1.849
H 5.488 -1.824 0.706
H 4.091 -0.768 0.474
H 4.708 -1.719 -0.875
H -0.426 -3.186 -0.291
H -0.651 -4.509 0.859
H -0.097 -4.845 -0.776
H 1.262 -5.763 1.705
*
```

(5)
Molecular formula: C22H44Cl22
Method: DFT, wB97M-V/def2-TZVPD

Summary:
- SMILES = ClCCCl.ClCCCl.ClCCCl.ClCCCl.ClCCCl.ClCCCl.ClCCCl.ClCCCl.ClCCCl.ClCCCl.ClCCCl
- strongest force on any atom (eV/A) = 3.011
- gap between HOMO and LUMO (eV) = 10.8
- LUMO (eV) = 0.3
- E (a.u.) = -10988.87915

Structure (ORCA input):
```
! wB97M-V def2-TZVPD RIJCOSX def2/J DEFGRID3
* xyz 0 1
Cl -2.269 -4.088 4.145
C -2.096 -2.411 4.672
C -3.420 -1.938 5.205
Cl -4.562 -1.512 3.849
H -1.745 -1.886 3.748
H -1.323 -2.354 5.469
H -3.387 -1.098 5.930
H -3.886 -2.749 5.660
Cl -0.530 5.547 -0.046
C -0.949 4.316 -1.289
C -2.364 4.621 -1.619
Cl -3.057 3.194 -2.361
H -0.814 3.395 -0.790
H -0.223 4.475 -2.137
H -2.528 5.431 -2.327
H -2.960 4.860 -0.722
Cl -5.099 -2.999 -3.496
C -3.978 -4.411 -3.772
C -2.652 -3.914 -3.486
Cl -1.481 -5.245 -3.325
H -4.111 -4.636 -4.832
H -4.272 -5.184 -3.015
H -2.669 -3.381 -2.615
H -2.320 -3.200 -4.180
Cl -1.828 0.954 4.306
C -2.302 0.930 2.549
C -3.325 1.907 2.155
Cl -2.487 3.529 1.983
H -2.844 -0.024 2.505
H -1.379 0.882 2.004
H -4.170 1.919 2.835
H -3.598 1.604 1.155
Cl -2.367 -0.139 -6.087
C -3.030 1.055 -4.883
C -3.949 0.447 -3.897
Cl -2.863 -0.496 -2.811
H -3.548 1.843 -5.529
H -2.211 1.591 -4.395
H -4.652 -0.291 -4.405
H -4.453 1.206 -3.285
Cl 3.047 2.169 -5.288
C 2.445 1.133 -4.001
C 1.465 1.924 -3.178
Cl 2.314 3.222 -2.201
H 3.351 0.942 -3.463
H 2.010 0.268 -4.510
H 0.975 1.281 -2.404
H 0.773 2.496 -3.719
Cl 3.468 -1.272 -0.980
C 3.475 0.175 0.166
C 4.911 0.654 0.449
Cl 4.768 2.188 1.405
H 2.962 -0.149 1.041
H 2.958 1.012 -0.268
H 5.462 0.873 -0.445
H 5.370 -0.135 1.111
Cl 6.562 -0.633 5.274
C 4.873 -0.212 4.899
C 3.938 -1.387 5.088
Cl 4.328 -2.667 3.820
H 4.893 0.156 3.878
H 4.595 0.695 5.534
H 2.872 -1.086 4.982
H 4.100 -1.866 6.132
Cl 1.320 2.057 2.649
C 1.286 3.849 2.909
C 0.402 4.079 4.157
Cl 1.163 3.147 5.548
H 0.987 4.459 2.023
H 2.365 4.207 3.093
H -0.581 3.585 3.988
H 0.343 5.092 4.466
Cl 2.560 -4.224 -2.486
C 2.226 -3.801 -4.154
C 1.965 -2.300 -4.313
Cl 0.334 -1.777 -3.796
H 1.369 -4.476 -4.437
H 3.151 -4.019 -4.831
H 2.002 -2.200 -5.412
H 2.702 -1.602 -3.887
Cl -1.670 -1.887 0.164
C 0.144 -2.120 0.270
C 0.595 -2.435 1.708
Cl 0.642 -1.077 2.838
H 0.549 -1.181 -0.048
H 0.299 -2.967 -0.454
H 1.619 -2.676 1.667
H 0.013 -3.263 2.150
*
```

(6)
Molecular formula: C48H44F3N3O2P2Pt
Method: DFT, wB97M-V/def2-TZVPD

Summary:
- strongest force on any atom (eV/A) = 0.851
- expectation value of S² = 2.05
- gap between HOMO and LUMO (alpha / beta) (eV) = 6.7 / 5.2
- LUMO (alpha / beta) (eV) = 0.2 / -1.3
- E (a.u.) = -3271.82479

Structure (ORCA input):
```
! wB97M-V def2-TZVPD RIJCOSX def2/J DEFGRID3
* xyz 0 3
Pt -1.049 -1.123 -1.914
O 1.145 -0.838 -2.144
P 2.083 0.236 -1.665
C 1.700 1.751 -2.616
P 0.026 2.339 -2.232
O -0.965 1.226 -2.084
C -0.450 3.430 -3.576
C 0.289 4.563 -3.916
C -0.141 5.382 -4.948
C -1.311 5.073 -5.636
C -2.050 3.948 -5.295
C -1.623 3.120 -4.263
C 0.111 3.382 -0.766
C 1.264 4.013 -0.306
C 1.208 4.836 0.812
C -0.002 5.041 1.460
C -1.157 4.417 1.000
C -1.102 3.581 -0.104
C 2.005 0.679 0.063
C 3.115 1.333 0.652
C 3.460 1.323 1.970
C 1.336 0.630 3.160
C 0.208 -0.264 2.762
C 0.724 0.401 0.756
C 3.758 -0.242 -2.121
C 3.982 -0.432 -3.487
C 5.186 -0.954 -3.929
C 6.168 -1.310 -3.011
C 5.941 -1.148 -1.651
C 4.738 -0.619 -1.201
H 1.663 1.432 -3.658
H 2.450 2.539 -2.507
H 1.195 4.812 -3.370
H 0.430 6.263 -5.215
H -1.645 5.717 -6.441
H -2.961 3.712 -5.833
H -2.185 2.236 -3.981
H 2.214 3.865 -0.811
H 2.110 5.313 1.177
H -0.043 5.683 2.332
H -2.101 4.578 1.508
H -1.992 3.069 -0.456
H 3.796 1.848 -0.026
H 4.333 1.894 2.274
H 1.105 1.133 4.090
H -0.549 -0.522 3.481
H -0.098 0.536 0.062
H 3.205 -0.193 -4.204
H 5.352 -1.101 -4.990
H 7.104 -1.729 -3.358
H 6.697 -1.447 -0.934
H 4.559 -0.530 -0.136
C -1.836 -1.464 5.569
C -1.291 -2.706 4.911
C -0.614 -3.676 5.645
C -0.126 -4.831 5.049
C -0.351 -5.048 3.698
C -1.040 -4.102 2.953
C -1.472 -2.921 3.540
N -2.142 -1.931 2.781
C -1.964 -1.702 1.392
N -3.175 -1.776 0.740
C -3.719 -1.283 -0.493
C -3.012 -1.054 -1.684
C -3.754 -0.625 -2.794
C -5.122 -0.425 -2.743
C -5.798 -0.655 -1.554
C -5.113 -1.078 -0.427
C -5.877 -1.314 0.855
N -0.873 -1.411 0.810
C 0.383 -1.039 1.433
C 0.419 1.080 2.080
C 2.834 0.406 3.007
C 3.293 -1.003 2.724
C 2.709 -1.981 1.953
C 1.478 -2.077 1.293
C 1.364 -3.158 0.255
H -1.510 -1.406 6.607
H -2.931 -1.456 5.566
H -1.507 -0.557 5.054
H -0.464 -3.515 6.707
H 0.413 -5.562 5.640
H -0.009 -5.959 3.222
H -1.283 -4.280 1.914
H -3.022 -1.621 3.157
H -3.873 -2.217 1.306
H -3.231 -0.472 -3.728
H -5.665 -0.105 -3.626
H -6.873 -0.511 -1.497
H -6.917 -1.013 0.733
H -5.461 -0.739 1.689
H -5.885 -2.373 1.146
H -0.175 1.982 2.166
H 3.278 0.670 3.966
H 4.301 -1.214 3.073
H 3.356 -2.839 1.783
H 2.316 -3.683 0.144
H 1.102 -2.734 -0.712
H 0.596 -3.893 0.473
F -0.015 -3.529 -2.904
C -1.229 -2.999 -2.512
F -2.060 -3.198 -3.580
F -1.688 -3.885 -1.558
*
```

Question: The lowest strongest force on any atom belongs to which entry?
Answer: C25H31BIrN8Se